1.
Entry from the OMol25 dataset: a 2-piece molecular cluster, C7H14O2 overall (the ωB97M-V functional and the def2-TZVPD basis).

The calculation puts the lowest unoccupied orbital energy (alpha / beta) at 0.6 / 0.7 eV. Its HOMO energy (alpha / beta) is -6.53 / -7.16 eV. The value obtained for the electronic energy is -11575.494 eV. The molar mass is 130.19 g/mol. The calculation puts the energy above the lowest of the compared OMol25 structures with the same formula, charge and spin at 5.814 eV. As for the HOMO-LUMO gap (alpha / beta): 7.15 / 7.90 eV. The maximum force comes out at 1.5 eV Å⁻¹.

Last column: Mulliken charge in e.
Atoms and positions in Å:
C1 1.136 -0.216 0.175  0.66
C2 0.983 -0.663 -1.258  -0.61
C3 -1.148 -1.739 -1.318  -0.56
C4 1.873 0.985 0.551  -1.11
C5 -1.010 0.568 1.941  -0.76
C6 -0.763 1.336 0.711  0.11
C7 -1.211 1.740 -0.455  -0.69
O1 0.272 -1.894 -1.330  -0.48
O2 1.100 -1.227 1.073  -0.55
H1 0.775 -2.014 0.598  0.39
H2 0.494 0.121 -1.849  0.32
H3 1.972 -0.861 -1.691  0.34
H4 -1.482 -1.156 -0.456  0.16
H5 -1.486 -1.239 -2.231  0.30
H6 -1.572 -2.741 -1.278  0.27
H7 2.398 1.420 -0.301  0.35
H8 1.124 1.777 0.880  0.28
H9 2.554 0.802 1.382  0.35
H10 -0.115 0.480 2.557  0.26
H11 -1.770 1.089 2.530  0.34
H12 -1.361 -0.467 1.774  0.21
H13 -1.419 1.101 -1.322  0.17
H14 -1.346 2.797 -0.682  0.24



2.
Entry from the OMol25 dataset: C7H14O3 as an isolated structure (the ωB97M-V functional and the def2-TZVPD basis).

The calculation puts the lowest unoccupied orbital energy at 0.7 eV. Its HOMO energy is -8.44 eV. The value obtained for the electronic energy is -13622.285 eV. The molar mass is 146.19 g/mol. The calculation puts the energy above the lowest of the compared OMol25 structures with the same formula, charge and spin at 6.898 eV. As for the HOMO-LUMO gap: 9.11 eV. The maximum force comes out at 5.1 eV Å⁻¹.

Last column: Mulliken charge in e.
Atoms and positions in Å:
C1 0.408 0.271 -0.060  1.88
C2 -1.525 0.049 0.187  0.22
C3 0.756 0.531 -1.518  -1.67
C4 0.780 1.435 0.849  -1.81
C5 -2.169 0.974 -0.824  -1.51
C6 0.717 -1.039 0.390  -0.21
C7 0.458 -2.327 0.350  -0.73
O1 2.502 -0.818 0.557  -0.40
O2 2.795 -0.469 1.932  -0.35
O3 -2.158 -1.196 0.223  -0.52
H1 2.843 -1.357 2.317  0.30
H2 -2.717 -1.326 -0.556  0.34
H3 -1.648 0.452 1.194  0.24
H4 0.341 1.481 -1.866  0.34
H5 1.844 0.604 -1.612  0.46
H6 0.405 -0.275 -2.166  0.37
H7 0.404 2.381 0.449  0.38
H8 1.869 1.524 0.923  0.46
H9 0.391 1.294 1.861  0.43
H10 -2.056 0.584 -1.840  0.39
H11 -1.750 1.980 -0.776  0.35
H12 -3.245 1.055 -0.628  0.45
H13 1.229 -3.047 0.598  0.30
H14 -0.476 -2.762 0.017  0.30



3.
Entry from the OMol25 dataset: a 2-piece molecular cluster, C7H14O3S2 overall (the ωB97M-V functional and the def2-TZVPD basis).

The calculation puts the lowest unoccupied orbital energy (alpha / beta) at -0.3 / 0.4 eV. Its HOMO energy (alpha / beta) is -7.16 / -7.54 eV. The value obtained for the electronic energy is -35293.909 eV. The molar mass is 210.32 g/mol. The calculation puts the energy above the lowest of the compared OMol25 structures with the same formula, charge and spin at 4.419 eV. As for the HOMO-LUMO gap (alpha / beta): 6.87 / 7.94 eV. The maximum force comes out at 4.1 eV Å⁻¹.

Last column: Mulliken charge in e.
Atoms and positions in Å:
C1 1.611 0.928 1.159  0.79
C2 2.940 1.453 0.927  -1.35
C3 -1.561 2.573 0.334  -0.99
C4 1.683 -1.946 -0.373  -0.76
C5 -2.195 -2.440 -1.527  -0.90
C6 -0.627 1.639 0.981  0.08
C7 -0.717 -0.592 -0.495  -0.59
O1 1.296 -0.025 1.836  -0.56
O2 -3.139 0.004 -0.664  -0.61
O3 0.650 1.742 0.635  -0.28
S1 0.839 -0.555 -1.173  -0.07
S2 -2.123 -0.563 -1.560  0.48
H1 3.748 0.691 1.003  0.30
H2 3.336 2.154 1.558  0.43
H3 2.805 1.918 0.038  0.39
H4 -2.621 2.206 0.466  0.28
H5 -1.610 3.661 0.630  0.34
H6 -1.416 2.446 -0.764  0.23
H7 2.509 -2.494 -0.899  0.38
H8 0.799 -2.648 -0.277  0.21
H9 2.052 -1.662 0.619  0.26
H10 -2.592 -2.652 -0.505  0.26
H11 -1.210 -2.667 -1.636  0.24
H12 -2.782 -2.703 -2.336  0.45
H13 -0.891 0.706 1.572  0.46
H14 -0.783 -1.175 0.450  0.52



4.
Entry from the OMol25 dataset: C7H14OOsPS as an isolated structure (the ωB97M-V functional and the def2-TZVPD basis).

Its charge is +1. The calculation puts the lowest unoccupied orbital energy (alpha / beta) at -3.2 / -4.9 eV. Its HOMO energy (alpha / beta) is -11.36 / -11.23 eV. The value obtained for the electronic energy is -32111.211 eV. The molar mass is 367.46 g/mol. The calculation puts the energy above the lowest of the compared OMol25 structures with the same formula, charge and spin at 0.000 eV. As for the HOMO-LUMO gap (alpha / beta): 8.19 / 6.29 eV. The maximum force comes out at 3.2 eV Å⁻¹. Its spin multiplicity is 5.

Last column: Mulliken spin population.
Atoms and positions in Å:
C1 0.176 -0.598 -1.470  0.36
C2 -0.854 -1.088 -2.351  -0.05
C3 -0.485 -2.392 -2.702  0.39
C4 0.891 -2.605 -2.424  0.01
C5 1.340 -1.491 -1.652  0.22
Os1 0.198 0.872 1.103  2.88
P1 -0.478 2.920 0.883  0.03
H1 0.128 0.352 -0.848  0.08
H2 -1.766 -0.572 -2.624  0.00
H3 -1.135 -3.122 -3.185  0.02
H4 2.349 -1.336 -1.275  0.00
H5 1.494 -3.460 -2.733  0.00
H6 -1.614 3.199 1.724  0.00
H7 -0.912 3.362 -0.416  -0.01
H8 0.446 3.967 1.264  0.01
C6 -0.082 -2.152 4.079  0.00
S1 0.530 -1.818 2.410  -0.01
C7 -0.101 -3.272 1.513  0.00
O1 -0.568 -0.730 2.007  0.02
H9 0.556 -2.939 4.502  0.00
H10 -1.128 -2.454 4.004  0.00
H11 0.008 -1.235 4.664  0.00
H12 -0.997 -3.633 2.037  0.00
H13 -0.333 -3.021 0.474  0.00
H14 0.716 -4.000 1.561  0.00



5.
Entry from the OMol25 dataset: C7H14OPPd as an isolated structure (the ωB97M-V functional and the def2-TZVPD basis).

Its charge is +1. The calculation puts the lowest unoccupied orbital energy (alpha / beta) at -2.9 / -5.7 eV. Its HOMO energy (alpha / beta) is -6.94 / -14.07 eV. The value obtained for the electronic energy is -22287.304 eV. The molar mass is 251.58 g/mol. As for the HOMO-LUMO gap (alpha / beta): 4.01 / 8.36 eV. The maximum force comes out at 3.1 eV Å⁻¹. Its spin multiplicity is 5.

Last column: Mulliken spin population.
Atoms and positions in Å:
C1 0.342 -0.204 -2.280  0.81
C2 -0.767 -0.971 -2.783  0.57
C3 -0.561 -2.320 -2.387  0.30
C4 0.747 -2.439 -1.810  0.42
C5 1.287 -1.121 -1.685  0.64
Pd1 0.680 1.676 0.379  1.01
P1 -0.113 3.565 -0.307  0.06
H1 0.475 0.870 -2.351  0.04
H2 -1.608 -0.602 -3.364  0.02
H3 -1.238 -3.144 -2.608  0.02
H4 2.227 -0.860 -1.211  0.00
H5 1.274 -3.357 -1.534  0.03
H6 -1.274 3.911 0.460  0.00
H7 -0.559 3.636 -1.679  0.01
H8 0.648 4.773 -0.125  0.01
C6 -0.131 -0.707 3.509  0.00
C7 -0.381 0.093 2.235  0.00
O1 0.591 -0.272 1.231  0.05
H9 -0.696 -1.639 3.478  0.00
H10 -0.479 -0.118 4.347  0.00
H11 0.932 -0.943 3.652  0.00
H12 -1.397 -0.084 1.864  0.00
H13 -0.253 1.193 2.360  0.00
H14 0.254 -0.937 0.608  -0.01



6.
Entry from the OMol25 dataset: C7H14OPSV as an isolated structure (the ωB97M-V functional and the def2-TZVPD basis).

Its charge is +1. The calculation puts the lowest unoccupied orbital energy (alpha / beta) at -5.1 / -5.0 eV. Its HOMO energy (alpha / beta) is -9.78 / -9.64 eV. The value obtained for the electronic energy is -55330.454 eV. The molar mass is 228.17 g/mol. As for the HOMO-LUMO gap (alpha / beta): 4.72 / 4.62 eV. The maximum force comes out at 3.6 eV Å⁻¹. Its spin multiplicity is 2.

Last column: Mulliken spin population.
Atoms and positions in Å:
C1 0.103 -0.002 -1.686  -0.02
C2 -0.985 -0.893 -2.155  0.02
C3 -0.731 -2.230 -1.704  0.04
C4 0.624 -2.304 -1.268  -0.02
C5 1.187 -0.887 -1.142  0.12
V1 1.656 1.252 0.976  0.86
P1 -0.577 2.763 0.291  -0.01
H1 0.317 0.960 -2.242  0.00
H2 -1.966 -0.589 -2.619  0.00
H3 -1.455 -3.099 -1.704  0.00
H4 2.273 -0.681 -1.266  0.01
H5 1.139 -3.230 -0.952  0.00
H6 -1.737 3.101 1.114  0.00
H7 -1.140 2.991 -1.048  0.00
H8 0.241 3.977 0.533  0.00
C6 -0.477 -2.205 3.514  0.00
S1 -0.795 -0.725 2.546  0.00
C7 -1.621 0.347 3.724  0.00
O1 0.616 -0.055 2.355  0.00
H9 -1.295 -2.511 4.180  0.00
H10 0.426 -2.014 4.088  0.00
H11 -0.283 -3.032 2.812  0.00
H12 -0.828 0.820 4.300  0.00
H13 -2.170 1.126 3.175  0.00
H14 -2.325 -0.160 4.390  0.00



7.
Entry from the OMol25 dataset: C7H14OPSr as an isolated structure (the ωB97M-V functional and the def2-TZVPD basis).

Its charge is -1. The calculation puts the lowest unoccupied orbital energy at 2.9 eV. Its HOMO energy is -0.01 eV. The value obtained for the electronic energy is -19655.097 eV. The molar mass is 232.78 g/mol. The calculation puts the energy above the lowest of the compared OMol25 structures with the same formula, charge and spin at 0.000 eV. As for the HOMO-LUMO gap: 2.87 eV. The maximum force comes out at 2.2 eV Å⁻¹.

Last column: Mulliken charge in e.
Atoms and positions in Å:
C1 2.821 -0.461 -0.385  -0.52
C2 2.639 0.564 -1.357  -0.29
C3 1.701 0.082 -2.322  -0.58
C4 1.290 -1.225 -1.925  -0.94
C5 2.016 -1.575 -0.749  -0.25
Sr1 0.028 0.487 -0.064  -1.77
P1 1.080 1.469 2.582  -0.01
H1 3.594 -0.471 0.387  0.40
H2 3.197 1.495 -1.417  0.29
H3 1.355 0.631 -3.197  0.37
H4 1.993 -2.549 -0.239  0.41
H5 0.610 -1.877 -2.461  0.39
H6 0.243 2.603 2.932  0.09
H7 2.286 2.101 2.994  0.02
H8 0.892 0.801 3.835  0.09
C6 -3.305 0.655 0.117  -0.59
C7 -2.732 -0.668 0.571  0.33
O1 -1.664 -1.096 -0.466  0.40
H9 -2.574 1.482 0.028  0.05
H10 -4.095 0.970 0.803  0.68
H11 -3.771 0.535 -0.867  -0.03
H12 -2.188 -0.584 1.531  -0.11
H13 -3.469 -1.472 0.626  0.54
H14 -1.949 -1.895 -0.958  0.04



8.
Entry from the OMol25 dataset: C7H14OPTc as an isolated structure (the ωB97M-V functional and the def2-TZVPD basis).

Its charge is +1. The calculation puts the lowest unoccupied orbital energy (alpha / beta) at -3.4 / -4.5 eV. Its HOMO energy (alpha / beta) is -10.18 / -11.79 eV. The value obtained for the electronic energy is -21009.893 eV. The molar mass is 243.16 g/mol. The calculation puts the energy above the lowest of the compared OMol25 structures with the same formula, charge and spin at 1.334 eV. As for the HOMO-LUMO gap (alpha / beta): 6.78 / 7.29 eV. The maximum force comes out at 3.7 eV Å⁻¹. Its spin multiplicity is 4.

Last column: Mulliken spin population.
Atoms and positions in Å:
C1 -0.043 -1.162 -1.986  -0.13
C2 0.994 -0.520 -2.814  0.06
C3 0.484 0.762 -3.283  0.16
C4 -0.688 0.974 -2.556  -0.08
C5 -0.930 -0.068 -1.595  0.10
Tc1 0.984 0.076 -0.746  2.83
P1 1.325 -1.739 0.627  -0.05
H1 0.002 -2.267 -1.893  -0.01
H2 1.814 -1.029 -3.275  0.04
H3 0.873 1.296 -4.177  0.00
H4 -1.819 0.017 -0.984  0.01
H5 -1.342 1.816 -2.630  -0.01
H6 2.298 -1.667 1.641  0.02
H7 1.967 -2.893 0.222  0.02
H8 0.245 -2.415 1.344  0.02
C6 -0.872 1.396 3.225  0.00
C7 -0.786 0.344 2.146  0.01
O1 0.008 0.899 0.885  0.01
H9 0.129 1.821 3.342  0.00
H10 -1.162 0.845 4.124  0.00
H11 -1.627 2.172 3.036  0.00
H12 -0.183 -0.504 2.511  0.00
H13 -1.748 -0.001 1.762  0.00
H14 0.075 1.847 1.075  0.01



9.
Entry from the OMol25 dataset: a 2-piece molecular cluster, C7H14OSi overall (the ωB97M-V functional and the def2-TZVPD basis).

The calculation puts the lowest unoccupied orbital energy at 0.6 eV. Its HOMO energy is -9.36 eV. The value obtained for the electronic energy is -17407.414 eV. The molar mass is 142.27 g/mol. The calculation puts the energy above the lowest of the compared OMol25 structures with the same formula, charge and spin at 3.349 eV. As for the HOMO-LUMO gap: 10.01 eV. The maximum force comes out at 3.9 eV Å⁻¹.

Last column: Mulliken charge in e.
Atoms and positions in Å:
C1 -1.115 0.337 -2.779  -0.64
C2 -1.231 -0.265 -1.612  -0.40
C3 0.365 -1.901 -0.886  -0.14
C4 1.692 0.198 -0.863  -1.28
C5 -1.325 1.507 1.265  -1.09
C6 0.781 0.059 2.709  -1.14
C7 0.446 -0.509 -0.372  0.96
O1 -0.399 -2.799 -0.565  -0.51
Si1 -0.355 -0.168 1.215  0.39
H1 -2.098 0.226 -3.373  0.23
H2 -0.226 0.661 -3.298  0.28
H3 -1.979 -0.941 -1.253  0.47
H4 1.250 -2.055 -1.694  0.10
H5 2.505 -0.053 -0.062  0.37
H6 1.634 1.375 -0.948  0.22
H7 1.999 -0.309 -1.813  0.42
H8 -1.246 2.027 2.198  0.38
H9 -0.742 2.109 0.453  0.25
H10 -2.345 1.563 0.951  0.34
H11 0.379 0.299 3.757  0.29
H12 1.438 -0.801 2.886  0.35
H13 1.561 0.817 2.414  0.32
H14 -0.989 -1.376 1.669  -0.15



10.
Entry from the OMol25 dataset: a single C7H14OSi molecule (the ωB97M-V functional and the def2-TZVPD basis).

The calculation puts the lowest unoccupied orbital energy at 0.6 eV. Its HOMO energy is -8.97 eV. The value obtained for the electronic energy is -17408.132 eV. The molar mass is 142.27 g/mol. The calculation puts the energy above the lowest of the compared OMol25 structures with the same formula, charge and spin at 2.632 eV. As for the HOMO-LUMO gap: 9.57 eV. The maximum force comes out at 4.0 eV Å⁻¹. As for the structure (SMILES): C[C@H](C#CO)[Si](C)(C)C.

Last column: Mulliken charge in e.
Atoms and positions in Å:
C1 0.171 1.251 2.129  -1.23
C2 0.731 2.083 2.808  0.81
C3 -1.309 1.632 0.066  -1.30
C4 1.377 -1.781 0.824  -1.09
C5 -1.093 -1.442 -1.253  -1.20
C6 1.193 0.386 -1.783  -1.06
C7 -0.605 0.553 0.836  0.67
O1 1.278 2.686 3.864  -0.49
Si1 0.337 -0.581 -0.369  0.27
H1 -0.689 2.517 -0.083  0.35
H2 -1.443 1.413 -1.022  0.35
H3 -2.336 1.906 0.652  0.25
H4 0.860 -2.704 1.035  0.32
H5 2.448 -2.000 0.513  0.30
H6 1.481 -1.194 1.784  0.29
H7 -0.742 -1.741 -2.175  0.40
H8 -1.428 -2.302 -0.569  0.26
H9 -1.921 -0.803 -1.311  0.45
H10 0.371 0.554 -2.493  0.31
H11 1.793 1.279 -1.509  0.32
H12 1.769 -0.231 -2.451  0.39
H13 -1.450 -0.010 1.293  0.29
H14 2.048 3.179 3.632  0.34